Entry 1:
43
Properties=species:S:1:pos:R:3:forces:R:3:mulliken_charge:R:1 method="wB97M-V/def2-TZVPD" e_tot_ha=-1913.0528 total_charge=-1 orbital_gap_ha=0.23207
C 0.684 -2.167 0.713 -0.5 0.1 -0.1 -1.090
Si -0.635 -1.210 -0.214 -0.2 0.3 0.3 0.740
C -1.175 -2.218 -1.705 0.3 0.2 -0.1 -1.156
C -2.118 -1.118 0.952 0.6 0.1 -0.8 -1.045
O -0.293 0.388 -0.552 0.2 -0.8 -0.2 -0.295
C 0.300 0.744 -1.811 -0.1 0.7 -0.3 -0.383
C 1.671 1.390 -1.753 0.0 -0.2 -0.3 -1.058
P 3.117 0.316 -1.192 0.2 0.7 0.6 -0.029
O 2.453 -1.048 -2.076 0.2 -0.3 -0.1 -0.376
C 3.454 -1.626 -2.888 -0.8 0.1 0.4 -0.423
C 4.525 -0.541 -3.170 0.1 -0.9 -0.5 -0.456
O 4.056 0.654 -2.691 0.0 0.2 0.1 -0.594
H 0.149 -2.882 1.342 0.0 -0.2 0.0 0.445
H 1.225 -1.505 1.377 0.3 0.2 0.1 0.310
H 1.369 -2.695 0.062 0.3 0.0 -0.1 0.229
H -1.157 -3.263 -1.405 -0.2 -0.2 0.1 0.358
H -0.482 -2.137 -2.538 0.2 0.1 -0.1 0.337
H -2.166 -1.965 -2.075 -0.2 0.0 0.1 0.325
H -2.930 -0.596 0.452 -0.2 0.1 0.0 0.315
H -2.449 -2.127 1.178 -0.1 -0.1 0.3 0.325
H -1.840 -0.573 1.846 -0.1 -0.1 0.3 0.098
H 0.356 -0.095 -2.500 0.0 -0.2 0.1 0.264
H -0.381 1.470 -2.267 -0.2 0.1 0.0 0.316
H 1.645 2.303 -1.162 0.0 0.1 0.4 0.444
H 1.867 1.706 -2.779 0.1 0.0 -0.1 0.308
H 4.204 -0.563 -0.765 0.0 0.1 0.0 0.077
H 2.413 0.059 0.045 -0.1 -0.3 -0.1 -0.088
H 3.738 1.461 -0.541 0.0 -0.1 -0.2 0.011
H 3.861 -2.514 -2.396 0.3 -0.1 0.0 0.227
H 2.973 -1.952 -3.813 0.0 -0.1 -0.2 0.212
H 4.695 -0.540 -4.253 0.0 0.4 -0.1 0.308
H 5.481 -0.858 -2.736 0.2 0.1 0.3 0.330
C -2.645 2.678 3.044 0.0 0.0 -0.4 -0.208
C -4.096 3.068 3.238 0.1 0.2 0.2 -0.303
O -4.756 1.829 3.533 0.1 -0.1 0.0 -0.321
S -3.761 0.866 4.345 0.3 0.4 -0.3 1.092
O -4.041 0.959 5.734 0.0 -0.1 0.0 -0.568
O -3.704 -0.375 3.670 -0.3 -0.3 0.2 -0.469
O -2.417 1.683 4.050 -0.2 0.1 0.3 -0.292
H -2.467 2.234 2.063 0.0 0.0 0.0 0.203
H -1.963 3.509 3.201 0.1 -0.1 0.1 0.290
H -4.537 3.506 2.348 -0.1 -0.1 0.0 0.313
H -4.222 3.744 4.087 0.0 0.0 0.0 0.276


Entry 2:
49
Properties=species:S:1:pos:R:3:forces:R:3:mulliken_charge:R:1 method="wB97M-V/def2-TZVPD" e_tot_ha=-1863.2946 total_charge=0 smiles="OB1OBOB([PH2]=S)O1.CN(C)C=O.CN(C)C=O.CN(C)C=O" orbital_gap_ha=0.31676
O 6.474 0.175 2.715 0.1 0.1 0.1 -0.427
B 5.626 1.157 2.354 0.0 0.4 -0.7 0.562
O 5.862 2.465 2.736 0.1 -0.3 0.8 -0.431
B 4.763 3.222 3.076 0.1 0.1 -0.7 0.551
O 3.588 2.967 2.380 -0.3 -0.1 0.8 -0.334
B 3.389 1.656 2.045 0.0 0.3 -0.8 0.530
P 1.686 0.811 2.453 -0.1 0.0 0.3 0.176
S 1.380 1.086 4.376 0.1 0.0 0.1 -0.457
O 4.456 0.900 1.618 -0.1 -0.6 0.9 -0.416
H 6.106 -0.705 2.611 0.0 -0.1 -0.2 0.307
H 4.802 4.022 3.947 0.1 0.2 -0.2 -0.087
H 1.898 -0.543 2.136 -0.1 0.0 -0.3 -0.013
H 0.665 1.214 1.578 0.0 0.0 0.0 0.007
C -3.046 1.980 5.607 0.0 0.0 0.1 -0.922
N -2.778 1.893 4.191 0.0 0.0 -0.1 0.139
C -3.328 2.888 3.289 0.0 0.1 0.0 -0.959
C -2.007 0.921 3.671 0.0 -0.1 0.1 0.032
O -1.755 0.814 2.483 -0.1 -0.1 0.0 -0.629
H -4.117 1.910 5.813 0.0 0.0 0.0 0.351
H -2.675 2.920 6.023 0.0 0.0 0.0 0.342
H -2.542 1.161 6.116 0.0 0.0 0.0 0.285
H -3.967 2.421 2.539 0.0 0.0 0.0 0.289
H -2.531 3.415 2.763 0.0 0.0 0.0 0.286
H -3.913 3.600 3.867 0.0 0.0 0.0 0.386
H -1.618 0.215 4.419 0.0 0.0 0.0 0.383
C -1.210 -1.544 -1.600 0.1 0.1 -0.1 -0.834
N -0.754 -0.179 -1.446 0.0 0.1 0.0 0.155
C -0.032 0.452 -2.534 0.0 0.0 0.0 -0.839
C -0.983 0.537 -0.324 -0.2 -0.2 -0.1 0.240
O -0.606 1.684 -0.170 0.2 0.1 -0.1 -0.665
H -0.368 -2.218 -1.772 0.0 -0.1 0.0 0.316
H -1.895 -1.628 -2.447 0.0 -0.1 0.0 0.245
H -1.731 -1.858 -0.698 0.0 0.0 0.0 0.292
H 0.964 0.762 -2.214 0.0 0.0 0.0 0.255
H -0.556 1.341 -2.887 0.0 0.0 0.0 0.312
H 0.060 -0.262 -3.351 0.0 0.0 0.0 0.262
H -1.540 -0.009 0.452 0.0 0.1 0.0 0.272
C 0.400 -2.793 -6.242 0.0 0.0 0.0 -0.930
N -0.594 -3.405 -5.390 0.0 0.0 0.0 0.149
C -1.980 -2.983 -5.485 0.0 0.0 0.0 -0.833
C -0.285 -4.375 -4.503 0.0 0.0 0.0 0.100
O -1.087 -4.908 -3.763 0.0 0.0 0.0 -0.577
H 0.468 -1.718 -6.065 0.0 0.0 0.0 0.318
H 0.170 -2.953 -7.298 0.0 0.0 0.0 0.351
H 1.372 -3.237 -6.034 0.0 0.0 0.0 0.305
H -2.335 -2.603 -4.527 0.0 0.0 0.0 0.164
H -2.618 -3.823 -5.760 0.0 0.0 0.0 0.326
H -2.066 -2.202 -6.238 0.0 0.0 0.0 0.378
H 0.786 -4.642 -4.510 0.0 0.0 0.0 0.287


Entry 3:
43
Properties=species:S:1:pos:R:3:forces:R:3:mulliken_charge:R:1 method="wB97M-V/def2-TZVPD" e_tot_ha=-934.5395 total_charge=+3 relative_energy_ev=0.000 orbital_gap_ha=0.13914
Ba -25.196 6.370 20.076 0.7 1.2 0.8 1.889
Ba -23.170 6.331 16.180 2.4 1.1 -0.1 1.788
O -23.016 9.911 18.747 0.1 -1.2 -0.6 -0.429
C -22.732 8.731 18.264 1.0 -2.0 -0.9 0.659
O -23.108 7.657 18.794 -3.1 -3.0 2.0 -0.716
O -22.076 8.656 17.194 -0.7 0.0 -0.5 -0.675
H -22.584 10.150 17.924 0.6 4.1 -0.9 0.216
C -21.608 12.093 15.137 0.9 -0.6 0.7 -1.080
C -23.080 11.921 14.916 2.0 -1.1 -0.3 -0.044
O -23.580 13.170 14.981 -2.2 1.7 0.0 -0.493
H -21.045 11.162 15.077 0.1 0.0 -0.6 0.246
H -21.326 12.473 16.119 -0.5 0.2 0.3 0.311
H -21.258 12.869 14.455 0.1 -0.4 -0.3 0.368
H -23.631 11.316 15.637 0.3 -0.9 0.4 0.115
H -23.261 11.539 13.912 0.1 -0.6 -0.2 0.298
H -24.483 12.921 14.768 -0.8 1.7 0.0 0.305
C -22.272 12.220 22.694 0.9 -0.2 0.6 -1.106
C -22.326 10.873 21.982 0.4 0.6 0.7 -0.167
O -23.500 10.833 21.222 -1.2 -1.0 -0.8 -0.504
H -23.093 12.378 23.392 -0.2 -0.5 -0.1 0.291
H -22.272 13.113 22.068 0.2 -0.3 -0.4 0.304
H -21.374 12.206 23.311 0.2 0.4 0.0 0.343
H -22.260 10.060 22.704 -0.7 0.0 0.4 0.272
H -21.486 10.583 21.351 0.5 0.8 -0.3 0.258
H -23.240 10.858 20.298 -0.3 0.3 0.4 0.457
C -18.193 9.140 16.493 0.5 0.2 0.0 -0.779
C -17.727 8.446 15.150 0.2 4.1 2.6 -0.413
O -18.349 7.250 15.165 -1.6 -3.6 -0.9 -0.570
H -19.260 9.216 16.701 -0.5 -0.1 -0.9 0.024
H -17.825 10.151 16.670 0.4 -0.1 -0.2 0.421
H -17.867 8.497 17.310 0.5 0.0 0.1 0.317
H -16.643 8.383 15.251 -0.1 -0.4 -0.5 0.279
H -18.020 9.059 14.298 0.3 -0.1 -0.2 0.319
H -19.139 7.359 14.630 0.2 -0.1 -0.4 0.294
C -19.897 6.128 19.064 1.4 0.1 -0.9 -0.756
C -19.895 5.317 17.732 -1.4 0.9 1.0 -0.344
O -20.483 5.963 16.555 -1.4 -0.3 0.5 -0.372
H -19.193 5.562 19.674 -0.1 0.0 0.3 0.423
H -20.836 6.202 19.612 -0.2 -0.2 -0.4 0.158
H -19.461 7.124 18.997 -0.1 0.0 -0.2 0.207
H -20.628 4.562 18.015 0.5 -1.0 -0.6 0.219
H -18.914 4.966 17.409 -0.2 -0.2 0.5 0.398
H -19.743 6.276 16.029 0.7 0.6 -0.3 0.267


Entry 4:
42
Properties=species:S:1:pos:R:3:forces:R:3:mulliken_charge:R:1 method="wB97M-V/def2-TZVPD" e_tot_ha=-1011.3444 total_charge=-1 orbital_gap_ha=0.22180
C 2.735 -1.349 -0.753 0.3 -0.2 -0.1 -1.038
C 2.209 -2.619 -1.431 -0.2 0.1 0.2 -0.349
N 2.363 -3.785 -0.570 0.1 -0.1 -0.3 -0.468
Al 3.916 -4.854 -0.674 -0.1 -0.2 0.3 -0.029
C 5.321 -3.753 -1.687 -0.1 -0.2 -0.4 -0.466
O 6.664 -3.898 -1.121 0.0 0.3 0.3 -0.109
N 7.430 -2.811 -1.441 -0.5 0.1 0.1 0.169
O 8.189 -2.542 -0.576 0.4 -0.2 -0.1 -0.382
H 3.025 -0.596 -1.492 -0.2 0.1 0.0 0.238
H 1.990 -0.936 -0.075 0.1 0.0 0.0 0.263
H 3.632 -1.595 -0.180 0.0 0.0 0.0 0.346
H 2.702 -2.717 -2.415 0.0 0.0 0.0 0.192
H 1.146 -2.453 -1.647 0.0 0.0 -0.1 0.396
H 1.576 -4.405 -0.726 -0.1 0.1 0.1 0.227
H 4.443 -5.300 0.798 0.1 0.1 0.0 -0.238
H 3.565 -6.216 -1.528 0.0 0.1 -0.1 -0.246
H 5.353 -4.039 -2.745 0.1 0.0 0.0 0.269
H 5.056 -2.693 -1.657 0.1 0.0 0.0 0.214
C -0.956 2.565 -0.058 0.1 0.0 0.0 -0.950
C -0.643 1.519 -1.116 -0.2 0.0 0.0 0.429
C -1.845 1.262 -2.015 0.1 -0.1 -0.1 -1.331
O -0.201 0.308 -0.516 0.0 0.1 -0.1 -0.434
H -1.766 2.226 0.592 0.0 0.1 -0.1 0.062
H -0.083 2.743 0.569 0.0 0.0 0.0 0.319
H -1.257 3.512 -0.514 0.0 0.0 0.0 0.379
H 0.200 1.849 -1.727 0.0 0.0 0.0 0.251
H -2.683 0.885 -1.420 0.0 0.0 0.0 0.314
H -1.603 0.512 -2.769 0.0 0.0 0.0 0.335
H -2.168 2.175 -2.518 0.0 0.0 0.0 0.384
H -0.912 -0.030 0.040 0.0 0.0 0.0 0.290
C -5.060 2.989 3.897 0.1 0.0 0.0 -1.296
C -4.296 3.340 2.630 -0.2 -0.1 0.0 0.405
C -5.220 3.441 1.426 0.1 0.0 -0.1 -1.265
O -3.260 2.393 2.387 0.0 0.0 0.1 -0.524
H -5.549 2.017 3.783 0.0 0.0 0.0 0.352
H -4.381 2.927 4.747 0.0 0.0 0.0 0.317
H -5.828 3.733 4.115 0.0 0.0 0.0 0.374
H -3.776 4.290 2.770 0.0 0.0 0.0 0.246
H -5.712 2.480 1.249 0.0 0.0 0.0 0.336
H -4.653 3.699 0.531 0.0 0.0 0.0 0.302
H -5.993 4.196 1.581 0.0 0.0 0.0 0.388
H -3.670 1.530 2.258 0.0 0.0 0.0 0.326


Entry 5:
52
Properties=species:S:1:pos:R:3:forces:R:3:mulliken_charge:R:1 method="wB97M-V/def2-TZVPD" e_tot_ha=-3471.3855 total_charge=0 multiplicity=7 orbital_gap_ha="0.21671 / 0.23758"
V 1.763 -1.939 0.510 -2.9 0.4 -1.9 1.468
V -0.335 -1.141 -3.242 1.5 -0.7 2.8 1.548
O 0.066 0.078 -0.645 1.0 -1.8 -0.6 -0.803
H -0.650 0.128 0.018 0.2 -0.3 -0.6 0.244
O 1.030 -3.425 -1.923 0.1 1.9 1.0 -0.789
H 0.894 -4.384 -1.793 -0.3 0.8 -0.1 0.204
B -2.176 -3.057 2.320 -2.1 -1.2 0.1 0.503
F -2.781 -4.318 2.166 -0.1 -0.2 -0.2 -0.397
F -2.104 -2.731 3.627 0.0 0.7 1.8 -0.355
F -0.908 -3.147 1.830 3.4 0.3 -1.6 -0.301
F -2.904 -2.118 1.608 -0.3 0.8 -0.8 -0.399
B 3.561 -0.302 -5.132 1.7 -0.7 0.4 0.551
F 3.667 0.581 -6.153 0.2 0.7 -1.0 -0.348
F 4.690 -0.287 -4.286 0.0 0.2 0.0 -0.407
F 2.461 0.055 -4.369 -2.8 0.5 1.7 -0.376
F 3.360 -1.600 -5.550 -0.3 -1.0 -0.6 -0.400
C 2.877 5.441 0.379 -0.8 1.2 -0.1 -1.351
C 1.683 4.778 -0.319 1.5 0.6 -1.1 0.702
C 1.929 4.509 -1.817 0.4 -0.3 0.3 -1.425
O 1.492 3.600 0.376 -0.6 -1.6 0.9 -0.461
H 3.807 4.873 0.339 -0.2 -0.1 -0.2 0.313
H 2.641 5.696 1.412 -0.1 -0.6 0.2 0.353
H 3.002 6.445 -0.025 0.4 0.0 -0.5 0.403
H 0.792 5.406 -0.298 -0.1 0.3 0.4 0.100
H 2.697 3.759 -2.007 0.2 -0.1 0.4 0.386
H 2.292 5.394 -2.340 -0.5 0.1 0.0 0.373
H 1.028 4.088 -2.265 -0.2 0.4 -0.2 0.348
H 1.158 2.907 -0.199 -0.2 -0.1 -0.1 0.265
C 3.038 0.911 5.150 -1.8 -0.8 0.7 -1.160
C 1.686 0.281 4.615 1.1 2.0 0.8 0.178
C 0.418 1.093 4.985 0.5 -0.4 -0.4 -1.242
O 1.844 0.325 3.191 -0.4 -1.0 -0.7 -0.444
H 3.141 1.969 4.910 0.0 -0.1 -0.5 0.316
H 3.862 0.300 4.782 0.1 0.3 0.2 0.295
H 2.965 0.902 6.238 0.4 -0.2 0.2 0.386
H 1.597 -0.747 4.967 0.0 0.0 -0.4 0.356
H 0.550 2.139 4.709 0.1 0.1 -0.1 0.343
H 0.128 1.085 6.035 0.2 -0.3 0.0 0.375
H -0.396 0.693 4.379 -0.2 0.0 0.2 0.336
H 1.717 1.251 2.972 0.0 0.2 -0.4 0.289
C -3.907 -4.409 -2.678 -0.7 -1.2 0.5 -1.173
C -4.408 -2.980 -2.817 -0.9 -1.7 -1.0 0.442
C -5.770 -2.706 -2.237 -0.9 0.4 0.1 -1.382
O -3.482 -2.167 -2.204 1.6 1.8 0.2 -0.421
H -2.915 -4.611 -3.082 0.0 0.4 -0.3 0.272
H -4.583 -5.171 -3.067 -0.2 0.2 -0.6 0.390
H -3.858 -4.728 -1.637 0.1 0.5 0.4 0.277
H -4.493 -2.756 -3.881 0.4 0.4 -0.2 0.237
H -5.834 -2.931 -1.173 0.0 -0.4 0.0 0.359
H -6.583 -3.165 -2.799 0.1 -0.6 0.2 0.385
H -6.042 -1.653 -2.308 0.5 0.3 -0.1 0.358
H -3.708 -2.212 -1.272 0.5 0.2 0.6 0.282


Entry 6:
44
Properties=species:S:1:pos:R:3:forces:R:3:mulliken_charge:R:1 method="wB97M-V/def2-TZVPD" e_tot_ha=-5017.4176 total_charge=+1 relative_energy_ev=5.518 multiplicity=2 orbital_gap_ha="0.23748 / 0.14122"
Cu -1.237 3.520 -3.906 0.8 -0.9 0.7 0.609
Br 0.284 1.986 -2.549 -0.7 1.1 -0.6 -0.588
C 2.680 -1.964 -3.982 -1.0 0.0 -0.3 0.567
O 2.924 -1.421 -5.034 0.7 0.2 -0.3 -0.613
N 1.839 -1.412 -3.062 -0.2 -0.5 1.1 -0.140
N 3.064 -3.237 -3.660 0.3 0.1 -0.3 -0.392
H 1.646 -1.962 -2.242 -0.2 0.4 0.1 0.094
H 1.514 -0.468 -3.104 0.1 0.1 -0.3 0.091
H 3.771 -3.622 -4.259 0.0 -0.2 0.1 0.233
H 2.887 -3.639 -2.760 0.2 -0.1 0.0 0.178
C -0.799 2.852 1.389 0.2 0.1 0.0 -1.138
C 0.735 2.979 1.262 1.0 0.9 0.0 0.354
C 1.469 1.650 1.272 0.0 0.2 -0.9 -0.310
O 1.219 1.050 2.491 0.1 0.1 0.4 -0.305
C 2.145 0.019 2.795 -0.4 -0.9 -0.3 -0.917
N 1.029 3.740 0.069 -2.0 -1.7 -0.3 -0.026
H -1.005 2.226 2.256 0.0 0.2 0.1 0.337
H -1.191 2.344 0.506 0.0 0.1 0.0 0.317
H -1.249 3.839 1.484 -0.2 -0.1 0.1 0.462
H 1.178 3.660 2.019 -0.6 -0.4 0.5 0.181
H 2.533 1.812 1.054 0.1 0.0 0.4 0.430
H 1.100 1.055 0.417 -0.1 -0.2 0.1 0.069
H 1.821 -0.477 3.706 0.1 0.4 0.2 0.294
H 3.168 0.386 2.868 0.0 0.1 0.1 0.355
H 2.081 -0.774 2.038 0.2 0.2 -0.2 0.363
H 1.125 3.126 -0.766 0.8 0.3 -0.6 0.140
H 0.304 4.435 -0.120 0.6 0.6 0.1 0.341
C -3.670 -1.481 0.109 0.1 -0.3 0.6 -1.538
C -2.386 -0.657 0.165 -0.7 -0.2 -1.6 0.575
C -1.158 -1.558 0.232 0.5 0.6 1.4 0.092
O -1.229 -2.554 1.235 -0.3 -0.3 -0.7 -0.425
C -1.180 -2.038 2.534 0.1 0.2 0.4 -0.436
N -2.361 0.134 -1.084 0.4 0.4 0.0 -0.635
H -3.656 -2.239 -0.678 0.2 0.3 -0.3 0.365
H -4.513 -0.811 -0.039 -0.1 -0.1 0.0 0.431
H -3.792 -2.070 1.020 -0.1 0.2 0.1 0.319
H -2.461 0.082 0.962 0.2 -0.2 0.3 0.108
H -0.276 -0.947 0.506 0.0 0.2 -0.4 -0.227
H -0.976 -2.008 -0.742 -0.2 -0.3 0.1 0.363
H -1.242 -2.884 3.213 0.1 0.0 0.0 0.331
H -1.999 -1.356 2.790 -0.1 -0.1 -0.2 0.262
H -0.248 -1.480 2.699 0.0 -0.1 0.0 0.018
H -2.405 -0.469 -1.901 -0.2 -0.2 0.1 0.318
H -1.483 0.634 -1.204 -0.1 0.0 0.2 0.094